Formula: C6H24ClN12O10
Source: OMol25
Level of theory: ωB97M-V/def2-TZVPD

Atoms and positions in Å:
1 Cl -0.477 2.032 -0.979
2 O 0.834 2.477 -1.443
3 O -1.191 3.230 -0.801
4 O -1.051 1.115 -1.805
5 O -0.222 1.465 0.253
6 C 7.419 0.879 -6.420
7 O 6.763 0.214 -7.111
8 N 6.968 1.740 -5.592
9 N 8.695 0.993 -6.356
10 H 5.969 1.888 -5.600
11 H 7.637 1.978 -4.874
12 H 9.131 1.746 -5.843
13 H 9.409 0.375 -6.713
14 C -0.919 1.071 7.365
15 O -0.518 0.090 7.902
16 N -0.201 1.718 6.479
17 N -2.163 1.525 7.429
18 H 0.809 1.692 6.463
19 H -0.499 2.241 5.667
20 H -2.834 1.264 8.136
21 H -2.359 2.394 6.952
22 C 0.876 -4.728 5.440
23 O 1.466 -5.630 4.886
24 N 0.224 -4.742 6.593
25 N 0.745 -3.651 4.768
26 H 0.443 -5.413 7.316
27 H -0.084 -3.812 6.837
28 H 1.075 -3.519 3.823
29 H 0.394 -2.859 5.288
30 C -0.056 0.614 -8.756
31 O 0.206 0.375 -9.912
32 N -1.313 0.571 -8.200
33 N 0.815 0.579 -7.824
34 H -1.509 0.827 -7.243
35 H -1.840 0.022 -8.865
36 H 1.741 0.328 -8.140
37 H 0.366 0.681 -6.925
38 C -5.560 5.987 3.086
39 O -6.232 6.257 4.043
40 N -4.445 6.508 2.830
41 N -5.632 4.960 2.333
42 H -4.199 6.934 3.712
43 H -3.799 5.916 2.328
44 H -5.005 4.548 1.656
45 H -6.393 4.426 2.727
46 C -2.171 -5.708 -0.529
47 O -3.299 -5.322 -0.522
48 N -1.863 -6.936 -0.705
49 N -1.080 -4.989 -0.669
50 H -0.993 -7.358 -0.415
51 H -2.609 -7.606 -0.828
52 H -0.191 -5.372 -0.381
53 H -1.277 -4.017 -0.859

Properties
Frontier orbital gap in eV: 7.48
Energy above the lowest of the compared OMol25 structures with the same formula, charge and spin in kJ/mol: 829.3
Molar mass in g/mol: 459.78
Net charge: -1
E_HOMO in eV: -5.6